# 1
81
Properties=species:S:1:pos:R:3 method="wB97M-V/def2-TZVPD" homo_ev=-8.9 lumo_ha=-0.070 de_lowest_ev=0.000 gap_ev=6.97 largest_force_ev_per_a=3.13
Sn -2.248 -0.789 1.934
O -0.934 2.689 6.013
C -1.360 1.666 5.189
O -2.035 1.720 4.209
C -0.780 0.350 5.742
O -1.595 -0.625 5.107
C -0.994 -1.898 4.908
C -2.185 -2.660 4.352
O -2.916 -3.243 5.164
O -2.481 -2.529 3.066
H -1.383 3.527 5.787
H -0.891 0.405 6.883
H 0.266 0.266 5.452
H -0.678 -2.347 5.816
H -0.217 -1.867 4.201
Br -2.464 2.253 0.640
C -4.266 1.624 0.457
C -4.990 2.139 -0.579
C -6.399 2.209 -0.444
C -7.035 1.671 0.673
C -6.259 1.166 1.716
C -6.865 0.712 2.927
C -6.137 -0.070 3.794
C -4.772 -0.333 3.555
C -4.125 0.089 2.443
C -4.850 0.970 1.523
H -4.429 2.439 -1.457
H -6.953 2.680 -1.223
H -8.081 1.505 0.690
H -7.868 1.036 3.236
H -6.539 -0.446 4.722
H -4.302 -1.068 4.225
O -0.175 -1.051 1.451
C 0.673 -0.290 0.726
O 0.395 0.675 -0.008
C 2.129 -0.807 0.740
C 3.124 0.237 0.206
Ge 3.093 0.208 -1.757
C 3.948 1.912 -2.229
C 5.049 2.008 -3.085
C 5.733 3.220 -3.184
C 5.313 4.354 -2.455
C 4.175 4.277 -1.722
C 3.478 3.068 -1.603
C 4.410 -1.073 -2.545
C 5.369 -1.597 -1.680
C 6.319 -2.487 -2.181
C 6.347 -2.836 -3.539
C 5.379 -2.271 -4.438
C 4.410 -1.418 -3.916
C 1.414 0.043 -2.791
C 1.012 -1.222 -3.271
C -0.166 -1.224 -4.021
C -0.865 -0.097 -4.273
C -0.405 1.162 -3.847
C 0.631 1.192 -2.938
H 2.175 -1.741 0.084
H 2.445 -1.188 1.727
H 4.136 0.069 0.456
H 2.800 1.258 0.372
H 5.359 1.157 -3.721
H 6.617 3.333 -3.877
H 5.777 5.338 -2.592
H 3.724 5.157 -1.291
H 2.547 3.105 -1.054
H 5.457 -1.366 -0.621
H 7.111 -2.861 -1.456
H 7.189 -3.400 -3.895
H 5.413 -2.456 -5.470
H 3.595 -1.119 -4.597
H 1.649 -2.117 -3.062
H -0.513 -2.109 -4.552
H -1.713 -0.064 -4.937
H -0.967 2.038 -4.192
H 0.918 2.083 -2.375
B -2.942 -4.497 -0.764
C -2.673 -3.178 -0.054
N -2.726 -2.067 0.295
H -2.430 -5.456 -0.265
H -4.107 -4.756 -0.533
H -2.864 -4.386 -1.989

# 2
91
Properties=species:S:1:pos:R:3 method="wB97M-V/def2-TZVPD" homo_ev="-10.5 / -10.5" lumo_ha="-0.140 / -0.140" de_lowest_ev=0.121 multiplicity=8 charge=+1 gap_ev="6.71 / 6.73" largest_force_ev_per_a=3.90
Gd 0.086 0.099 -0.128
C -0.216 -0.750 -4.682
C 0.472 -0.717 -3.470
N -0.271 -0.146 -2.522
N -1.441 0.192 -3.103
C -1.429 -0.156 -4.399
B -2.551 0.949 -2.348
N -3.083 0.076 -1.185
C -4.352 -0.282 -0.946
C -4.385 -1.028 0.218
C -3.057 -1.068 0.636
N -2.278 -0.396 -0.214
N -1.925 2.230 -1.754
C -2.241 3.503 -2.031
C -1.357 4.330 -1.364
C -0.510 3.451 -0.690
N -0.861 2.187 -0.927
H 0.127 -1.133 -5.627
H 1.461 -1.086 -3.248
H -2.274 0.030 -5.041
H -3.445 1.223 -3.085
H -5.149 0.007 -1.611
H -5.242 -1.468 0.696
H -2.626 -1.564 1.491
H -3.062 3.742 -2.686
H -1.334 5.405 -1.366
H 0.330 3.665 -0.047
O -0.488 1.141 7.848
N -1.323 1.331 6.967
O -2.370 1.954 7.100
C -1.025 0.717 5.704
C -0.220 -0.467 5.757
C 0.151 -1.126 4.590
C 0.885 -2.306 4.615
C 1.197 -2.939 3.361
C 0.766 -2.346 2.156
N 0.085 -1.213 2.101
C -0.243 -0.583 3.303
C -1.032 0.618 3.253
N -1.358 1.097 2.040
C -2.131 2.182 1.966
C -2.588 2.878 3.074
C -2.243 2.427 4.338
C -1.462 1.269 4.462
H 0.094 -0.861 6.713
H 1.187 -2.727 5.563
H 1.759 -3.861 3.324
H 0.991 -2.819 1.212
H -2.396 2.518 0.970
H -3.201 3.759 2.947
H -2.589 2.943 5.217
C 3.444 0.425 2.846
P 2.578 1.862 2.169
C 2.120 2.897 3.583
C 3.771 2.817 1.205
O 1.370 1.485 1.366
H 4.208 0.735 3.558
H 3.902 -0.134 2.029
H 2.716 -0.216 3.344
H 3.000 3.193 4.153
H 1.435 2.344 4.228
H 1.612 3.787 3.211
H 4.623 3.117 1.815
H 3.267 3.703 0.819
H 4.120 2.212 0.366
C -0.490 -6.786 -2.092
C -0.398 -5.338 -1.723
C -1.522 -4.527 -1.621
C -1.386 -3.197 -1.262
N -0.215 -2.614 -0.993
C 0.870 -3.391 -1.121
C 0.828 -4.725 -1.474
H -1.523 -7.093 -2.236
H -0.047 -7.405 -1.311
H 0.062 -6.980 -3.013
H -2.508 -4.924 -1.824
H -2.268 -2.576 -1.201
H 1.826 -2.916 -0.928
H 1.750 -5.287 -1.559
F 5.690 0.488 -4.110
C 4.860 0.202 -3.109
C 3.792 1.034 -2.820
F 3.593 2.140 -3.531
C 2.941 0.707 -1.786
F 1.868 1.508 -1.500
C 3.047 -0.466 -1.016
O 2.173 -0.779 -0.110
C 4.165 -1.261 -1.332
F 4.341 -2.400 -0.642
C 5.044 -0.944 -2.348
F 6.066 -1.750 -2.614

# 3
91
Properties=species:S:1:pos:R:3 method="wB97M-V/def2-TZVPD" homo_ev="-13.7 / -13.7" lumo_ha="-0.269 / -0.287" de_lowest_ev=2.768 multiplicity=2 charge=+2 gap_ev="6.38 / 5.90" largest_force_ev_per_a=0.85
W -0.116 -1.145 0.472
C -3.993 -0.239 1.650
C -2.934 0.123 0.855
N -1.775 -0.274 1.424
N -2.104 -0.942 2.581
C -3.424 -0.925 2.721
B -0.993 -1.488 3.567
N -0.137 -2.681 2.982
C 0.082 -3.891 3.518
C 1.028 -4.557 2.762
C 1.355 -3.680 1.738
N 0.672 -2.544 1.889
N -0.001 -0.310 3.599
C 0.708 0.301 4.559
C 1.751 0.984 3.977
C 1.632 0.713 2.622
N 0.567 -0.059 2.392
N -1.638 -1.928 4.842
C -1.466 -1.649 6.164
C -2.276 -2.483 6.882
C -2.925 -3.267 5.909
N -2.543 -2.941 4.689
H -5.037 -0.029 1.498
H -2.905 0.639 -0.090
H -3.878 -1.386 3.581
H -0.434 -4.190 4.414
H 1.438 -5.534 2.945
H 2.042 -3.789 0.914
H 0.430 0.227 5.593
H 2.491 1.594 4.463
H 2.261 1.065 1.832
H -0.802 -0.885 6.521
H -2.388 -2.516 7.951
H -3.651 -4.052 6.047
O -1.356 -2.664 0.626
N -1.732 -2.054 -0.544
N -0.854 -2.660 -1.483
O 0.375 -2.356 -1.104
C -1.181 -3.364 -2.582
C -0.161 -3.841 -3.437
C -0.525 -4.574 -4.539
C -1.875 -4.831 -4.802
C -2.876 -4.354 -3.952
C -2.548 -3.621 -2.838
H 0.874 -3.637 -3.203
H 0.236 -4.959 -5.203
H -2.145 -5.411 -5.674
H -3.913 -4.569 -4.166
H -3.298 -3.248 -2.156
O 3.793 -1.406 0.205
C 3.043 -0.489 0.047
O 1.702 -0.676 0.066
C 3.504 0.887 -0.334
C 4.828 1.023 -0.736
C 5.283 2.240 -1.227
C 4.390 3.290 -1.297
C 3.086 3.202 -0.845
C 2.649 1.984 -0.361
N 4.827 4.567 -1.912
O 5.981 4.653 -2.254
O 3.971 5.416 -2.075
H 5.486 0.167 -0.686
H 6.300 2.375 -1.566
H 2.447 4.073 -0.875
H 1.639 1.886 0.004
C 0.481 4.089 -3.482
N 0.449 2.681 -3.093
N -0.250 2.248 -1.998
C 0.057 0.949 -1.788
O -0.571 0.306 -0.843
C 0.987 0.557 -2.744
C 1.220 1.677 -3.531
C 2.173 1.861 -4.658
C -1.327 2.985 -1.403
C -1.212 3.379 -0.080
C -2.262 4.075 0.504
C -3.393 4.377 -0.241
C -3.491 3.979 -1.569
C -2.455 3.270 -2.158
H 0.156 4.696 -2.642
H -0.171 4.266 -4.335
H 1.503 4.361 -3.732
H 1.454 -0.407 -2.839
H 2.606 0.903 -4.936
H 2.985 2.531 -4.368
H 1.678 2.286 -5.531
H -0.319 3.148 0.488
H -2.189 4.391 1.536
H -4.202 4.933 0.213
H -4.375 4.217 -2.144
H -2.520 2.937 -3.186

# 4
76
Properties=species:S:1:pos:R:3 method="wB97M-V/def2-TZVPD" homo_ev=-4.7 lumo_ha=0.099 de_lowest_ev=0.169 charge=-1 gap_ev=7.37 largest_force_ev_per_a=1.05
Bi -0.998 0.851 -0.998
O 0.893 1.307 -1.921
C 1.875 2.012 -1.389
C 3.181 1.631 -1.750
C 4.291 2.330 -1.326
C 4.143 3.438 -0.497
C 2.873 3.823 -0.124
C 1.723 3.151 -0.560
C 0.445 3.740 -0.211
N -0.680 3.174 -0.403
N -1.843 3.745 0.002
C -2.910 3.428 -0.731
O -2.910 2.903 -1.865
C -4.227 3.764 -0.092
C -4.380 4.702 0.923
C -5.634 4.947 1.463
C -6.743 4.247 1.009
C -6.597 3.302 0.003
C -5.347 3.069 -0.545
H 3.278 0.762 -2.389
H 5.277 2.011 -1.645
H 5.008 3.994 -0.159
H 2.738 4.682 0.525
H 0.474 4.754 0.200
H -3.508 5.239 1.271
H -5.757 5.692 2.240
H -7.723 4.448 1.426
H -7.460 2.755 -0.357
H -5.202 2.354 -1.343
C 5.387 -3.025 2.712
C 4.279 -3.858 2.719
C 3.141 -3.523 1.995
C 3.092 -2.355 1.237
C 4.228 -1.540 1.222
C 5.354 -1.855 1.963
P 1.704 -1.759 0.131
C 0.506 -3.115 0.492
C 0.836 -4.395 0.048
C -0.046 -5.454 0.189
C -1.281 -5.252 0.788
C -1.616 -3.987 1.246
C -0.734 -2.927 1.093
C 1.035 -0.489 1.319
C 1.540 -0.490 2.628
C 1.084 0.383 3.597
C 0.105 1.304 3.291
C -0.395 1.346 2.003
C 0.036 0.478 0.998
H 6.271 -3.288 3.279
H 4.292 -4.769 3.307
H 2.279 -4.173 2.042
H 4.194 -0.628 0.633
H 6.209 -1.190 1.966
H 1.804 -4.552 -0.416
H 0.227 -6.438 -0.172
H -1.972 -6.078 0.902
H -2.573 -3.822 1.728
H -1.014 -1.942 1.445
H 2.309 -1.192 2.910
H 1.497 0.335 4.597
H -0.278 1.975 4.050
H -1.155 2.083 1.761
C -2.337 -1.976 -2.914
C -0.900 -1.452 -3.077
C -0.886 -0.266 -4.060
C -0.019 -2.561 -3.671
O -0.383 -1.100 -1.815
H -2.729 -2.346 -3.864
H -2.986 -1.175 -2.553
H -2.347 -2.788 -2.183
H -1.057 -0.613 -5.080
H 0.089 0.216 -4.004
H -1.655 0.467 -3.806
H -0.315 -2.777 -4.699
H -0.115 -3.469 -3.081
H 1.018 -2.226 -3.650